Computed, not measured: a 3-piece molecular cluster, C17H37BrClP overall in a non-equilibrium geometry, with ωB97M-V/def2-TZVPD.

Its HOMO-LUMO gap is 9.53 eV. As for the LUMO energy: 0.61 eV. The SMILES is C=CP(Cl)C[C@@H](C)Br.CCCCCC.CCCCCC. As for the spin multiplicity: 1. As for the charge: 0.

```
57
Properties=species:S:1:pos:R:3:mulliken_charge:R:1
C 0.45 0.79 -1.05 -0.669
C -0.40 0.04 -1.67 0.034
P -1.71 -0.95 -0.90 0.094
Cl -1.34 -0.77 1.13 -0.272
C -3.26 -0.02 -1.24 -0.831
C -3.28 1.42 -0.70 0.220
C -2.79 2.43 -1.73 -1.119
Br -5.06 1.96 -0.09 -0.174
H 0.25 1.15 -0.06 0.269
H 1.34 1.08 -1.56 0.038
H -0.34 -0.02 -2.74 0.360
H -4.14 -0.58 -0.94 0.504
H -3.31 0.05 -2.32 0.371
H -2.62 1.47 0.16 0.212
H -3.20 3.40 -1.52 0.459
H -1.72 2.54 -1.64 0.143
H -3.04 2.12 -2.73 0.347
C -1.65 -6.00 5.23 -1.194
C -2.90 -6.01 4.35 -0.352
C -2.66 -6.59 2.96 -0.733
C -1.65 -5.83 2.11 -0.856
C -1.99 -4.35 1.87 -0.108
C -3.30 -4.15 1.12 -1.076
H -0.87 -5.37 4.81 0.283
H -1.89 -5.61 6.22 0.374
H -1.25 -7.01 5.36 0.296
H -3.30 -5.00 4.28 0.250
H -3.67 -6.61 4.85 0.368
H -3.61 -6.66 2.44 0.301
H -2.31 -7.63 3.07 0.394
H -1.57 -6.33 1.14 0.383
H -0.66 -5.89 2.56 0.324
H -1.18 -3.90 1.30 0.266
H -2.02 -3.82 2.82 0.227
H -3.27 -4.64 0.15 0.279
H -3.47 -3.08 0.94 0.202
H -4.15 -4.53 1.68 0.371
C 4.58 6.68 -3.23 -1.186
C 5.25 5.66 -2.32 -0.363
C 4.92 4.21 -2.69 -0.769
C 3.44 3.84 -2.57 -0.585
C 2.83 4.06 -1.19 -0.286
C 3.47 3.22 -0.10 -1.202
H 3.49 6.64 -3.15 0.282
H 4.88 7.70 -2.95 0.378
H 4.86 6.53 -4.27 0.292
H 4.99 5.86 -1.28 0.231
H 6.34 5.79 -2.39 0.367
H 5.51 3.54 -2.06 0.300
H 5.24 4.02 -3.72 0.386
H 3.32 2.79 -2.85 0.317
H 2.86 4.41 -3.31 0.362
H 1.76 3.82 -1.24 0.183
H 2.88 5.12 -0.91 0.327
H 3.39 2.15 -0.34 0.248
H 2.97 3.38 0.86 0.361
H 4.52 3.46 0.04 0.369
```



Computed, not measured: one molecule with the formula C5H5F in a non-equilibrium geometry, with ωB97M-V/def2-TZVPD.

Its HOMO-LUMO gap is 11.26 eV. As for the LUMO energy: 0.94 eV. The SMILES is C#C[C@H](F)C=C. As for the spin multiplicity: 1. As for the charge: 0. Its energy relative to the best compared isomer or geometry (same formula, charge and spin) is 2.183 eV.

```
11
Properties=species:S:1:pos:R:3:mulliken_charge:R:1
C 1.98 0.59 1.66 0.162
C 0.85 0.45 1.27 -0.620
C -0.47 0.32 0.58 0.161
F -1.05 -0.80 1.30 -0.305
C -0.55 0.18 -0.94 -0.248
C -0.78 -0.95 -1.64 -0.604
H 2.87 0.72 2.20 0.452
H -0.98 1.22 0.81 0.202
H -0.02 1.07 -1.37 0.255
H -0.78 -1.03 -2.74 0.244
H -1.07 -1.78 -1.12 0.301
```



Computed, not measured: C36H39BrIrN10O as an isolated structure in a non-equilibrium geometry, with ωB97M-V/def2-TZVPD.

Its HOMO-LUMO gap (spin up / spin down) is 5.76 / 5.61 eV. As for the LUMO energy (spin up / spin down): -8.11 / -9.59 eV. As for the spin multiplicity: 5. The expectation value of S² is 6.11. As for the charge: +3. Its energy relative to the best compared isomer or geometry (same formula, charge and spin) is 0.552 eV.

```
88
Properties=species:S:1:pos:R:3:mulliken_spin:R:1
Ir 0.95 -0.53 0.36 1.671
Br -0.81 6.87 -3.41 0.012
C -2.26 5.87 -2.70 0.160
C -3.24 5.34 -3.53 -0.070
C -4.20 4.50 -3.00 0.145
C -4.17 4.16 -1.64 0.010
C -3.23 4.81 -0.79 0.146
C -2.29 5.64 -1.32 -0.074
N -4.95 3.17 -1.14 0.645
N -4.78 2.65 -0.01 0.583
C -3.77 1.88 0.39 0.000
C -3.54 1.73 1.78 0.193
C -2.36 1.19 2.25 -0.081
C -1.37 0.73 1.38 0.115
O -0.21 0.24 1.80 0.096
C -1.63 0.74 -0.01 0.074
N -0.68 0.14 -0.81 0.025
C -0.94 0.03 -2.11 -0.021
C -2.12 0.48 -2.69 0.075
C -3.07 1.12 -1.91 -0.064
C -2.84 1.27 -0.54 0.067
H -3.25 5.59 -4.58 0.000
H -4.95 4.06 -3.64 -0.001
H -3.29 4.64 0.28 0.001
H -1.57 6.15 -0.69 0.000
H -4.28 2.11 2.46 -0.005
H -2.18 1.11 3.32 0.001
H -0.19 -0.45 -2.71 0.006
H -2.28 0.33 -3.74 0.002
H -4.00 1.45 -2.35 -0.010
C 3.58 -1.69 -3.01 -0.007
C 2.47 -1.28 -2.28 0.018
N 2.48 -1.13 -0.96 -0.103
C 3.64 -1.43 -0.30 -0.079
C 4.80 -1.86 -0.95 -0.002
C 4.76 -1.99 -2.35 0.016
C 5.97 -2.14 -0.16 0.003
C 5.96 -2.00 1.18 -0.003
C 4.78 -1.57 1.87 0.000
C 4.68 -1.41 3.26 -0.002
C 3.49 -0.99 3.81 0.000
C 2.39 -0.74 2.99 0.009
N 2.47 -0.87 1.67 -0.061
C 3.63 -1.28 1.11 0.041
H 3.50 -1.78 -4.08 0.000
H 1.55 -1.06 -2.79 0.010
H 5.63 -2.31 -2.90 0.000
H 6.86 -2.48 -0.68 0.000
H 6.84 -2.23 1.76 0.000
H 5.54 -1.62 3.89 0.000
H 3.39 -0.86 4.88 0.000
H 1.44 -0.42 3.39 -0.001
C -3.65 -3.96 1.54 0.003
C -3.47 -2.75 0.65 -0.004
N -2.05 -2.43 0.56 0.029
C -1.03 -3.27 0.79 -0.029
N 0.22 -2.79 0.69 0.314
C 1.32 -3.73 0.87 -0.010
C 0.98 -4.83 1.85 0.010
C -0.27 -5.53 1.35 -0.001
N -1.31 -4.55 1.10 0.022
C -2.69 -5.03 1.07 0.001
H -4.68 -4.32 1.50 0.000
H -3.43 -3.69 2.58 0.000
H -3.99 -1.88 1.05 0.001
H -3.87 -2.95 -0.35 0.002
H -1.79 -1.49 0.38 0.036
H 2.20 -3.19 1.21 0.004
H 1.58 -4.17 -0.11 0.015
H 0.79 -4.40 2.83 0.000
H 1.80 -5.54 1.93 0.001
H -0.64 -6.24 2.09 0.000
H -0.05 -6.09 0.43 0.001
H -2.76 -5.91 1.71 0.000
H -2.95 -5.35 0.05 0.001
N 1.15 5.29 0.04 0.000
C 1.43 4.37 -1.12 0.002
C 0.98 2.93 -0.86 -0.039
N 1.79 2.10 0.04 0.099
H 1.35 6.26 -0.22 0.000
H 1.73 5.07 0.85 0.002
H 0.17 5.23 0.32 0.001
H 2.49 4.42 -1.35 -0.001
H 0.88 4.76 -1.98 0.001
H 0.98 2.44 -1.84 0.000
H -0.05 2.92 -0.50 0.015
H 1.76 2.40 1.01 -0.007
H 2.75 2.03 -0.26 -0.008
```



no.,DFT total energy (eV)
1,-110083.137
2,-7980.060
3,-127771.146